# 1
{"formula": "C4H5F2N", "method": "the ωB97M-V functional and the def2-TZVPD basis", "total_energy_ev": -11148.44133, "spin_multiplicity": 3, "lumo_ev": [1.03, -2.51], "gap_ev": [6.61, 8.09], "relative_energy_kcal_mol": 13.1, "symbols": ["C", "C", "C", "C", "N", "F", "F", "H", "H", "H", "H", "H"], "xyz": [[1.2315, 0.4142, -0.6555], [0.8818, -0.0222, 0.7851], [-0.9477, -0.1044, -1.0391], [-0.5731, -0.4208, 0.6124], [0.3075, 0.3579, -1.5116], [-1.4568, 0.3205, 1.4101], [-0.8214, -1.6595, 0.9990], [2.0357, 1.0070, -0.6542], [1.4553, -0.7692, 1.3320], [0.7012, 0.9587, 1.3152], [-1.2829, -0.9203, -1.6186], [-1.5309, 0.8381, -0.9747]], "nbo_charge": [-0.214, -0.494, -0.323, 0.737, -0.150, -0.360, -0.320, 0.202, 0.243, 0.237, 0.219, 0.224]}

=====

# 2
{"formula": "C3H9NO2", "method": "the ωB97M-V functional and the def2-TZVPD basis", "total_energy_ev": -8842.28639, "lumo_ev": 0.65, "gap_ev": 10.86, "relative_energy_kcal_mol": 15.4, "symbols": ["C", "C", "C", "N", "O", "H", "H", "H", "H", "H", "H", "H", "H", "H", "O"], "xyz": [[0.4885, -1.1448, 1.0469], [-0.8192, -0.7935, 0.3692], [-0.6369, 0.2511, -0.7339], [-1.8352, 0.3989, -1.4185], [0.4181, 0.7236, -1.1840], [1.0825, -0.2777, 1.3559], [0.2321, -1.7249, 1.9335], [1.1147, -1.7365, 0.3266], [-1.5794, -0.3218, 0.9944], [-1.2670, -1.7315, -0.0340], [-2.5191, -0.3188, -1.2601], [-1.7887, 0.7735, -2.3953], [1.7798, 1.4741, 0.0794], [2.6001, 2.6352, 0.7415], [2.7296, 1.7932, 0.1786]], "nbo_charge": [-0.610, -0.509, 0.690, -0.833, -0.623, 0.225, 0.212, 0.222, 0.224, 0.224, 0.385, 0.405, 0.489, 0.457, -0.956]}

=====

# 3
{"formula": "C10H23CoN9O6", "method": "the ωB97M-V functional and the def2-TZVPD basis", "total_energy_ev": -74050.71736, "spin_multiplicity": 5, "lumo_ev": [-4.10, -5.47], "gap_ev": [6.01, 7.30], "total_charge": 1, "relative_energy_kcal_mol": 0.0, "symbols": ["O", "H", "Co", "N", "N", "N", "N", "O", "O", "O", "O", "C", "C", "C", "C", "C", "H", "H", "H", "C", "H", "H", "H", "C", "C", "H", "H", "H", "H", "H", "H", "H", "H", "C", "H", "H", "H", "O", "H", "H", "N", "N", "N", "C", "N", "N", "H", "H", "H"], "xyz": [[-0.0360, 0.1180, -3.8812], [-0.4536, 0.0354, -4.7588], [0.5180, -0.2671, -0.0545], [0.4868, 1.2909, 0.9125], [1.6662, 0.6729, -1.1591], [-0.7287, -1.1032, 1.0061], [0.2085, -1.7400, -1.1189], [-0.2561, 1.5976, 1.9303], [-1.2422, -0.6551, 2.1540], [0.9281, -2.0598, -2.2199], [2.2546, 0.2130, -2.2129], [1.9962, 1.9250, -0.7144], [1.3863, 2.2428, 0.5192], [-1.1383, -2.3421, 0.6451], [-0.6246, -2.6928, -0.6356], [1.5918, 3.4354, 1.3808], [1.8266, 3.1229, 2.4085], [0.7048, 4.0823, 1.4211], [2.4213, 4.0471, 1.0130], [2.9077, 2.7711, -1.5166], [2.5316, 2.8829, -2.5421], [3.9101, 2.3225, -1.5643], [2.9895, 3.7668, -1.0677], [-1.9804, -3.1882, 1.5236], [-0.9244, -3.9545, -1.3464], [-2.5838, -2.5813, 2.2085], [-1.3627, -3.8671, 2.1342], [-2.6479, -3.8203, 0.9269], [-0.3185, -4.0159, -2.2551], [-1.9875, -4.0105, -1.6213], [-0.7158, -4.8165, -0.6993], [-0.8686, 0.3420, 2.1744], [1.4370, -1.1909, -2.4215], [-0.9922, 0.7424, -3.0088], [-0.5072, 1.5451, -2.4647], [-1.4569, 0.0158, -2.3451], [-1.7724, 1.1966, -3.6303], [-3.8188, 2.2042, -0.3464], [-3.8055, 1.2385, -0.4774], [-2.8869, 2.4329, -0.1920], [3.6477, -1.9558, 3.9237], [3.1153, -1.9202, 2.6439], [3.8519, -2.3671, 1.5909], [3.1397, -1.8753, 0.5712], [2.0765, -1.1673, 0.9780], [2.0915, -1.1543, 2.3375], [2.8934, -1.9243, 4.5972], [4.2404, -2.7717, 4.0046], [3.4179, -2.0269, -0.4610]], "nbo_charge": [-0.739, 0.485, 0.901, -0.050, -0.053, -0.132, -0.130, -0.409, -0.445, -0.470, -0.369, 0.186, 0.195, 0.183, 0.139, -0.679, 0.262, 0.264, 0.238, -0.677, 0.265, 0.262, 0.238, -0.682, -0.679, 0.262, 0.248, 0.245, 0.259, 0.247, 0.245, 0.488, 0.518, -0.257, 0.166, 0.161, 0.196, -0.924, 0.465, 0.462, -0.587, 0.176, -0.245, 0.147, -0.380, -0.039, 0.396, 0.403, 0.241]}

=====

# 4
{"formula": "C40H68BIN6NiS3Sb", "method": "the ωB97M-V functional and the def2-TZVPD basis", "total_energy_ev": -140382.73705, "lumo_ev": [-4.00, -4.09], "gap_ev": [5.95, 5.87], "total_charge": 1, "relative_energy_kcal_mol": 59.7, "symbols": ["Ni", "C", "C", "C", "C", "N", "N", "B", "N", "N", "C", "C", "C", "C", "C", "S", "C", "C", "C", "C", "N", "N", "C", "C", "C", "C", "C", "S", "C", "C", "C", "C", "C", "S", "C", "C", "C", "C", "H", "H", "H", "H", "H", "H", "H", "H", "H", "H", "H", "H", "H", "H", "H", "H", "H", "H", "H", "H", "H", "H", "H", "H", "H", "H", "H", "H", "H", "H", "H", "H", "H", "H", "H", "H", "H", "H", "H", "I", "C", "H", "H", "C", "C", "C", "C", "Sb", "C", "C", "C", "C", "C", "C", "C", "C", "H", "H", "H", "H", "H", "H", "H", "H", "H", "H", "H", "H", "H", "H", "H", "H", "H", "H", "H", "H", "H", "H", "H", "H", "H", "H", "H"], "xyz": [[-0.4735, -0.0478, -1.2168], [3.6716, 2.7449, -2.6255], [3.4289, 1.8158, -1.4725], [4.2248, 0.7597, -1.2459], [3.9738, -0.0988, -0.1280], [2.8578, -0.0441, 0.5221], [1.9515, 0.9532, 0.2387], [0.5466, 0.5749, 0.7346], [0.5550, -0.6778, 1.6824], [1.4549, -0.7105, 2.7131], [1.4761, -1.7732, 3.4593], [0.6266, -2.8809, 3.1796], [-0.3194, -2.8111, 2.2203], [-1.2724, -3.9326, 1.9123], [-0.3590, -1.6075, 1.4573], [-1.5579, -1.3197, 0.2683], [2.4076, -1.8347, 4.6726], [3.2153, -0.5526, 4.8363], [1.5369, -2.0328, 5.9288], [3.3716, -3.0222, 4.5151], [-0.3291, 1.7021, 1.3648], [-0.0482, 1.9574, 2.6544], [-0.6663, 2.9636, 3.2164], [-1.6201, 3.7167, 2.4970], [-1.8957, 3.4498, 1.2001], [-2.8863, 4.2454, 0.3933], [-1.1805, 2.3812, 0.6162], [-1.3074, 2.0027, -1.0662], [-0.3044, 3.3651, 4.6448], [-1.5781, 3.4874, 5.4899], [0.4120, 4.7251, 4.5651], [0.6350, 2.3461, 5.2803], [2.3150, 2.0551, -0.5620], [1.6260, 3.5558, -0.4546], [4.9723, -1.1604, 0.3569], [5.3796, -0.7864, 1.7923], [6.2187, -1.1985, -0.5245], [4.2872, -2.5364, 0.3550], [4.4806, 2.3675, -3.2496], [3.9238, 3.7432, -2.2757], [2.7655, 2.8478, -3.2259], [5.0527, 0.5516, -1.9133], [0.7415, -3.7994, 3.7491], [-1.0664, -4.7957, 2.5442], [-1.1868, -4.2272, 0.8604], [-2.3077, -3.6175, 2.0715], [2.5695, 0.3258, 4.8417], [3.9494, -0.4313, 4.0332], [3.7573, -0.5963, 5.7861], [0.8281, -1.2035, 6.0431], [2.1772, -2.0581, 6.8177], [0.9656, -2.9689, 5.9027], [3.9831, -2.9064, 3.6110], [2.8513, -3.9863, 4.4561], [4.0450, -3.0624, 5.3786], [-2.1321, 4.5373, 2.9912], [-3.2278, 5.1154, 0.9527], [-3.7541, 3.6322, 0.1358], [-2.4411, 4.5789, -0.5470], [-2.2433, 4.2812, 5.1325], [-1.3062, 3.7289, 6.5217], [-2.1395, 2.5459, 5.4982], [-0.2364, 5.5054, 4.1460], [1.3103, 4.6551, 3.9427], [0.7142, 5.0396, 5.5695], [0.1655, 1.3576, 5.3514], [0.9043, 2.6805, 6.2875], [1.5460, 2.2424, 4.6901], [5.9568, 0.1482, 1.8057], [5.9991, -1.5793, 2.2288], [4.4889, -0.6434, 2.4062], [6.6933, -0.2150, -0.6032], [5.9978, -1.5653, -1.5343], [6.9489, -1.8788, -0.0774], [3.3750, -2.5151, 0.9597], [4.9658, -3.2915, 0.7683], [4.0180, -2.8416, -0.6626], [1.0291, -3.2603, -2.2315], [0.9927, -1.2395, -1.6139], [1.4474, -0.6898, -2.4236], [1.6447, -1.2726, -0.7735], [-4.8659, -0.8843, -1.5020], [-4.4945, 0.0260, -2.6717], [-4.5602, 1.4851, -2.2293], [-5.4663, -0.1795, -3.8377], [-2.4123, -0.4899, -3.2108], [-2.5819, -2.5699, -3.8811], [-3.9227, -2.8831, -4.5463], [-1.4576, -2.8079, -4.8861], [-2.4162, -3.4170, -2.6222], [-1.8622, 0.7309, -4.9362], [-0.5369, 0.1961, -5.4716], [-1.6543, 2.1545, -4.4262], [-2.9486, 0.7023, -6.0201], [-5.9059, -0.6742, -1.2054], [-4.2324, -0.7109, -0.6298], [-4.8060, -1.9451, -1.7625], [-5.5764, 1.6849, -1.8467], [-4.3789, 2.1781, -3.0577], [-3.8534, 1.7048, -1.4333], [-6.4620, 0.1601, -3.5093], [-5.5640, -1.2187, -4.1374], [-5.2007, 0.4071, -4.7172], [-4.1453, -2.2204, -5.3893], [-4.7525, -2.8472, -3.8372], [-3.8828, -3.9134, -4.9415], [-1.6465, -2.2817, -5.8252], [-1.4163, -3.8870, -5.1169], [-0.4740, -2.5172, -4.5078], [-3.3173, -3.3916, -1.9965], [-1.5778, -3.1010, -2.0085], [-2.2341, -4.4653, -2.9166], [0.2022, 0.0487, -4.6740], [-0.1209, 0.9362, -6.1731], [-0.6458, -0.7399, -6.0118], [-0.8043, 2.2204, -3.7393], [-2.5335, 2.5621, -3.9209], [-1.4300, 2.8063, -5.2866], [-3.2545, -0.3146, -6.2868], [-2.5643, 1.1810, -6.9356], [-3.8361, 1.2618, -5.7154]], "mulliken_charge": [2.914, -1.743, 0.144, -1.039, 0.004, -0.357, 0.677, 0.842, 0.422, -0.055, 0.015, -0.655, -0.153, -1.748, 0.706, -0.300, 2.259, -1.472, -1.703, -1.521, 0.689, -0.919, 0.051, -0.317, -0.013, -1.779, 0.102, -0.121, 2.111, -1.713, -1.748, -1.987, 0.980, -0.266, 2.417, -1.165, -2.296, -1.352, 0.408, 0.381, 0.269, 0.499, 0.443, 0.437, 0.268, 0.361, 0.138, 0.375, 0.553, 0.255, 0.494, 0.325, 0.153, 0.351, 0.489, 0.416, 0.441, 0.259, 0.389, 0.338, 0.462, 0.355, 0.389, 0.353, 0.470, 0.418, 0.420, 0.291, 0.374, 0.467, -0.529, 0.472, 0.420, 0.424, -0.012, 0.481, 0.321, -0.099, -0.275, 0.500, -0.809, -1.673, 1.944, -1.965, -1.635, -1.324, 2.173, -2.046, -1.940, -0.770, 1.753, -1.664, -1.594, -1.800, 0.500, 0.193, 0.256, 0.566, 0.223, 0.356, 0.513, 0.279, 0.193, 0.362, 0.359, 0.554, 0.421, 0.513, 0.259, 0.277, -0.630, 0.445, 0.154, 0.500, 0.326, 0.171, 0.233, 0.522, 0.245, 0.524, 0.382]}

=====

# 5
{"formula": "C4H5GdO2", "method": "the ωB97M-V functional and the def2-TZVPD basis", "total_energy_ev": -29147.67022, "spin_multiplicity": 9, "lumo_ev": [-4.55, -5.50], "gap_ev": [7.78, 7.01], "total_charge": 1, "relative_energy_kcal_mol": 40.9, "symbols": ["H", "O", "Gd", "O", "C", "C", "C", "C", "H", "H", "H", "H"], "xyz": [[-2.5848, 2.3707, 0.8656], [-2.5962, 1.4115, 0.8319], [-3.1444, 0.1201, -0.9413], [2.9593, -1.2089, 0.3520], [2.2093, -0.4263, -0.1782], [0.8848, -0.8272, -0.7878], [-0.2267, -0.0221, -0.2464], [-0.7095, 0.4647, 0.8131], [2.2646, 0.6684, 0.0199], [0.7439, -1.9137, -0.6930], [1.0988, -0.7855, -1.8716], [-0.8991, 0.1484, 1.8359]], "mulliken_spin": [0.003, -0.018, 7.995, 0.000, 0.008, -0.005, 0.135, -0.110, -0.002, -0.003, 0.000, -0.003]}